(1)
The following is a DFT calculation (ωB97M-V/def2-TZVPD) of a cluster of 3 separate species, C40H59IN4O9S2 in total.

Last column: Mulliken charge in e.
Cartesian coordinates (Å):
C (1.855, 0.189, 5.747)  -1.220
C (1.160, 0.428, 4.410)  -0.365
S (0.822, 2.204, 4.204)  -0.084
C (-0.401, 2.303, 2.859)  -1.500
C (0.245, 1.990, 1.545)  0.935
C (-0.066, 0.868, 0.828)  -1.366
C (0.584, 0.571, -0.345)  -0.135
C (1.565, 1.410, -0.811)  0.606
C (1.843, 2.530, -0.095)  -0.551
I (3.327, 3.905, -0.684)  0.091
C (1.209, 2.824, 1.049)  0.622
O (1.557, 3.925, 1.760)  -0.525
C (2.272, 1.005, -2.035)  0.163
O (3.373, 1.394, -2.341)  -0.614
C (1.581, 0.053, -2.933)  0.430
C (2.007, 0.069, -4.214)  -0.983
C (1.452, -0.763, -5.112)  0.853
C (1.984, -0.749, -6.508)  -1.394
C (2.781, -2.038, -6.640)  0.945
C (4.257, -1.852, -6.665)  -1.174
O (3.407, -2.234, -7.828)  -0.569
C (0.448, -1.588, -4.746)  0.088
O (-0.065, -2.344, -5.767)  -0.469
C (0.023, -3.757, -5.629)  -0.925
C (0.274, -4.431, -6.999)  0.047
C (1.573, -5.234, -7.055)  -1.528
O (0.192, -3.520, -8.083)  -0.587
C (-0.043, -1.610, -3.463)  0.885
C (-1.206, -2.517, -3.199)  -1.340
C (-2.373, -1.974, -4.089)  -0.480
C (-3.315, -1.025, -3.328)  -0.640
C (-3.626, 0.264, -4.117)  -0.846
C (-5.116, 0.655, -4.093)  -0.924
C (-5.547, 1.594, -2.965)  -0.817
C (-6.717, 0.988, -2.188)  -0.729
S (-6.207, 0.610, -0.501)  -0.155
C (-7.647, -0.073, 0.159)  0.467
N (-7.685, -0.909, 1.109)  -0.352
N (-9.033, -1.184, 1.293)  -0.378
C (-9.677, -0.519, 0.452)  0.003
O (-8.855, 0.236, -0.320)  -0.238
C (0.568, -0.780, -2.521)  -0.362
C (0.237, -0.713, -1.062)  0.219
O (-0.227, -1.619, -0.405)  -0.642
H (2.882, -0.112, 5.610)  0.344
H (1.853, 1.102, 6.331)  0.346
H (1.350, -0.574, 6.319)  0.271
H (1.836, 0.166, 3.612)  0.396
H (0.225, -0.107, 4.320)  0.425
H (-0.852, 3.286, 2.903)  0.499
H (-1.184, 1.576, 3.042)  0.484
H (-0.818, 0.188, 1.183)  0.581
H (0.792, 4.476, 1.941)  0.331
H (2.798, 0.726, -4.511)  0.595
H (1.215, -0.801, -7.267)  0.212
H (2.726, 0.014, -6.666)  0.599
H (2.423, -2.897, -6.121)  0.330
H (4.896, -2.685, -6.444)  0.322
H (4.637, -0.979, -7.163)  0.366
H (-0.940, -4.108, -5.282)  0.426
H (0.802, -4.039, -4.933)  0.429
H (-0.514, -5.162, -7.145)  0.642
H (2.269, -4.818, -7.771)  0.367
H (1.349, -6.240, -7.387)  0.361
H (2.006, -5.353, -6.071)  0.362
H (-0.659, -3.657, -8.494)  0.323
H (-1.537, -2.535, -2.179)  0.642
H (-0.976, -3.538, -3.456)  0.573
H (-1.931, -1.374, -4.874)  0.268
H (-2.938, -2.792, -4.513)  0.396
H (-4.215, -1.590, -3.106)  0.580
H (-2.914, -0.726, -2.368)  0.194
H (-3.075, 1.057, -3.625)  0.312
H (-3.325, 0.207, -5.154)  0.484
H (-5.698, -0.254, -4.016)  0.521
H (-5.361, 1.132, -5.034)  0.371
H (-5.925, 2.511, -3.397)  0.274
H (-4.743, 1.870, -2.290)  0.568
H (-7.096, 0.114, -2.696)  0.393
H (-7.548, 1.676, -2.128)  0.523
H (-10.730, -0.513, 0.304)  0.427
C (6.883, 2.129, 1.195)  -1.248
C (7.872, 2.577, 2.264)  0.436
C (7.369, 2.351, 3.697)  -0.731
O (6.390, 3.271, 4.137)  -0.454
C (5.069, 3.010, 3.690)  -0.492
N (8.229, 3.978, 2.023)  -0.730
H (6.075, 2.846, 1.068)  0.054
H (7.381, 2.035, 0.231)  0.373
H (6.447, 1.159, 1.441)  0.330
H (8.778, 1.974, 2.146)  0.396
H (8.216, 2.485, 4.376)  0.361
H (7.014, 1.321, 3.836)  0.380
H (4.869, 1.936, 3.624)  0.260
H (4.877, 3.483, 2.724)  0.206
H (4.383, 3.448, 4.414)  0.277
H (8.971, 4.247, 2.663)  0.272
H (7.439, 4.549, 2.310)  0.311
C (-3.933, -0.151, 8.087)  -1.439
C (-2.890, 0.939, 8.264)  0.311
C (-1.475, 0.508, 7.869)  -0.335
O (-0.834, -0.339, 8.804)  -0.416
C (-1.213, -1.701, 8.740)  -0.706
N (-2.947, 1.427, 9.647)  -0.722
H (-3.898, -0.888, 8.890)  0.297
H (-4.931, 0.280, 8.098)  0.359
H (-3.807, -0.671, 7.139)  0.341
H (-3.165, 1.767, 7.604)  0.415
H (-0.851, 1.404, 7.817)  0.249
H (-1.455, 0.054, 6.868)  0.224
H (-1.416, -2.016, 7.712)  0.307
H (-2.084, -1.898, 9.368)  0.264
H (-0.383, -2.292, 9.129)  0.263
H (-2.333, 2.231, 9.742)  0.278
H (-2.519, 0.720, 10.239)  0.313

As for the energy above the lowest of the compared OMol25 structures with the same formula, charge and spin: 102.85 kJ/mol. Its SMILES is CCSCc1cc2c(c(I)c1O)C(=O)c1cc(C[C@@H]3CO3)c(OC[C@H](C)O)c(CCCCCCCSc3nnco3)c1C2=O.COC[C@@H](C)N.COC[C@@H](C)N. The calculation puts the frontier orbital gap at 8.0 eV. The HOMO energy comes out at -0.3214 hartree.

(2)
The following is a DFT calculation (ωB97M-V/def2-TZVPD) of a cluster of 9 separate species, C40H60N4O5 in total.

Last column: Mulliken charge in e.
Cartesian coordinates (Å):
N (-8.434, -22.999, -0.516)  0.062
C (-9.488, -22.935, -1.354)  -0.340
C (-9.554, -23.826, -2.460)  -0.457
C (-8.559, -24.809, -2.638)  -0.172
C (-7.533, -24.822, -1.693)  -0.427
C (-7.456, -23.909, -0.623)  -0.158
H (-10.158, -22.113, -1.153)  0.499
H (-10.279, -23.790, -3.259)  0.419
H (-8.528, -25.524, -3.448)  0.468
H (-6.749, -25.560, -1.777)  0.404
H (-6.649, -24.002, 0.089)  0.638
N (-4.757, -25.257, 5.933)  -0.588
C (-4.294, -23.958, 5.742)  -0.316
C (-4.272, -23.308, 4.556)  -0.144
C (-4.563, -24.013, 3.355)  0.225
C (-5.173, -25.287, 3.497)  -0.662
C (-5.191, -25.886, 4.791)  -0.251
H (-3.887, -23.440, 6.597)  0.405
H (-3.903, -22.293, 4.539)  0.316
H (-4.456, -23.429, 2.453)  0.284
H (-5.244, -25.915, 2.621)  0.344
H (-5.561, -26.887, 4.959)  0.388
N (-5.406, -20.514, 2.013)  -0.371
C (-5.214, -21.101, 0.801)  -0.190
C (-4.066, -20.913, 0.034)  -0.676
C (-3.044, -20.057, 0.559)  0.258
C (-3.264, -19.510, 1.812)  -0.112
C (-4.411, -19.698, 2.489)  -0.724
H (-5.863, -21.814, 0.314)  -0.018
H (-3.842, -21.301, -0.948)  0.907
H (-2.056, -19.866, 0.166)  0.065
H (-2.485, -18.873, 2.204)  0.301
H (-4.603, -19.142, 3.395)  0.532
N (-9.896, -19.165, -0.031)  -0.417
C (-10.458, -18.112, 0.566)  -0.186
C (-9.740, -17.047, 1.139)  -0.529
C (-8.376, -17.203, 1.198)  -0.445
C (-7.740, -18.285, 0.565)  -0.160
C (-8.547, -19.188, -0.122)  0.192
H (-11.528, -18.199, 0.451)  0.399
H (-10.278, -16.201, 1.538)  0.394
H (-7.862, -16.425, 1.743)  0.382
H (-6.672, -18.409, 0.668)  0.407
H (-7.991, -20.091, -0.328)  0.024
C (-1.387, -21.022, 6.331)  -0.493
C (-2.090, -19.950, 5.579)  0.605
C (-1.064, -18.884, 5.389)  -0.775
O (0.050, -19.721, 5.102)  -0.437
C (0.115, -20.780, 6.035)  -0.301
H (-1.623, -22.016, 5.953)  0.081
H (-1.587, -20.896, 7.395)  0.329
H (-3.021, -19.618, 6.040)  0.620
H (-2.369, -20.301, 4.585)  -0.667
H (-0.888, -18.187, 6.208)  0.339
H (-1.429, -18.251, 4.580)  0.253
H (0.687, -20.452, 6.903)  0.288
H (0.629, -21.650, 5.626)  0.151
C (0.339, -19.586, -3.307)  -0.740
C (-0.834, -20.106, -4.156)  -0.632
C (-2.018, -19.318, -3.563)  -0.308
O (-1.815, -19.649, -2.269)  -0.193
C (-0.424, -19.634, -2.009)  0.281
H (0.508, -18.573, -3.673)  0.296
H (1.333, -20.030, -3.358)  0.394
H (-1.103, -21.162, -4.130)  0.176
H (-0.678, -19.819, -5.196)  0.448
H (-3.030, -19.624, -3.825)  0.059
H (-2.037, -18.263, -3.835)  0.231
H (-0.172, -20.627, -1.636)  0.013
H (0.000, -18.952, -1.272)  -0.088
C (-0.040, -21.611, 2.039)  1.156
C (1.267, -22.386, 1.750)  -0.810
C (1.071, -23.651, 2.651)  -0.457
O (-0.293, -23.954, 2.281)  -0.554
C (-1.094, -22.793, 2.097)  0.361
H (-0.175, -20.937, 1.192)  -0.576
H (-0.160, -20.947, 2.895)  -0.298
H (2.056, -21.688, 2.029)  0.433
H (1.460, -22.632, 0.706)  0.277
H (1.174, -23.560, 3.732)  0.199
H (1.777, -24.398, 2.289)  0.361
H (-1.826, -22.585, 2.878)  -0.173
H (-1.613, -22.941, 1.150)  0.057
C (-0.040, -17.303, 0.915)  0.190
C (0.402, -16.187, 1.754)  -0.684
C (0.041, -14.940, 0.987)  -0.510
O (-1.107, -15.424, 0.353)  -0.521
C (-1.079, -16.728, -0.043)  0.056
H (-0.240, -18.213, 1.481)  -0.173
H (0.882, -17.392, 0.341)  0.318
H (1.466, -16.248, 1.983)  0.441
H (-0.091, -16.070, 2.719)  0.101
H (0.845, -14.793, 0.267)  0.262
H (-0.078, -13.983, 1.497)  0.350
H (-0.897, -16.759, -1.117)  0.173
H (-2.075, -17.168, 0.006)  0.087
C (-4.402, -23.559, -5.734)  -0.454
C (-4.898, -22.152, -5.456)  -0.465
C (-5.113, -22.140, -3.907)  -0.147
O (-4.079, -22.964, -3.432)  -0.291
C (-3.877, -24.048, -4.374)  -0.539
H (-3.425, -23.502, -6.214)  0.267
H (-5.097, -24.249, -6.213)  0.293
H (-5.771, -21.711, -5.939)  0.462
H (-4.095, -21.426, -5.579)  0.080
H (-6.099, -22.452, -3.563)  -0.005
H (-4.971, -21.148, -3.479)  0.347
H (-4.427, -24.843, -3.871)  0.151
H (-2.852, -24.418, -4.415)  0.336

Its total charge is +1. The calculation puts the frontier orbital gap (spin up / spin down) at 6.4 / 2.7 eV. Its spin multiplicity is 2. As for the expectation value of S²: 0.759. The HOMO energy (spin up / spin down) comes out at -0.4034 / -0.4034 hartree.

| no. | largest force on an atom (eV/Å) | energy (a.u.) |
| --- | --- | --- |
| 1 | 2.99 | -3549.6341 |
| 2 | 4.64 | -2154.7860 |